# 1
Entry from OMol25: a structure of composition C19H18N3STl (wB97M-V/def2-TZVPD).

ΔE to the lowest compared entry with this formula, charge and spin   0.000 eV
Total charge   +2
2S+1   1

CARTESIAN COORDINATES (ANGSTROEM)
Tl 0.742 -0.122 -0.289
C 0.292 0.600 3.036
C 1.173 1.189 1.961
C 0.932 2.466 1.433
C 1.843 3.061 0.576
C 3.009 2.400 0.197
C 3.257 1.121 0.660
C 2.337 0.506 1.536
H -0.250 -0.286 2.695
H -0.440 1.326 3.384
H 0.900 0.304 3.891
H 0.046 3.006 1.744
H 1.651 4.062 0.212
H 3.725 2.890 -0.450
H 4.164 0.596 0.389
H 2.600 -0.436 2.004
S -1.203 1.203 -4.112
C 0.471 1.166 -4.449
C 1.210 0.782 -3.370
C 0.372 0.526 -2.262
C -0.962 0.715 -2.491
C -2.041 0.529 -1.506
C -3.376 0.745 -1.818
C -4.343 0.555 -0.846
C -3.954 0.147 0.423
C -2.611 -0.052 0.662
N -1.674 0.131 -0.274
H 0.826 1.426 -5.434
H 2.285 0.689 -3.383
H -3.654 1.063 -2.814
H -5.387 0.720 -1.076
H -4.674 -0.014 1.212
H -2.269 -0.377 1.637
N 0.736 -4.154 1.538
C 0.260 -4.442 0.283
C 0.206 -3.256 -0.371
N 0.678 -2.263 0.470
C 0.983 -2.843 1.621
H 0.891 -4.824 2.278
H 0.002 -5.440 -0.025
H -0.116 -3.048 -1.378
H 1.365 -2.364 2.506

Just the Löwdin charges please, in e? Sure, here they are: 1.27 -0.02 -0.33 -0.03 -0.02 -0.04 -0.07 -0.14 0.06 0.10 0.11 0.14 0.13 0.13 0.13 0.12 1.14 -0.35 -0.18 -0.34 -0.52 -0.28 0.01 0.00 -0.02 -0.10 0.02 0.09 0.11 0.11 0.13 0.12 0.11 0.11 -0.02 -0.10 -0.06 -0.14 0.18 0.14 0.12 0.14

---

# 2
Entry from OMol25: a cluster of 2 separate species, C19H18N4O5S in total (wB97M-V/def2-TZVPD).

ΔE to the lowest compared entry with this formula, charge and spin   9.991 eV
Total charge   0
2S+1   1

CARTESIAN COORDINATES (ANGSTROEM)
C 5.237 1.514 2.273
N 4.072 2.382 2.466
C 4.229 3.485 3.414
C 2.778 1.995 2.024
C 2.288 0.709 2.286
C 1.059 0.343 1.834
N 0.276 1.183 1.078
C -0.974 0.778 0.573
C -1.566 -0.447 0.865
C -2.967 -0.734 0.460
C -3.657 -1.717 1.158
C -4.939 -2.073 0.809
C -5.556 -1.457 -0.263
C -4.893 -0.465 -0.958
C -3.610 -0.107 -0.601
O -0.956 -1.344 1.485
C 0.732 2.469 0.868
C 1.940 2.887 1.342
H 5.053 0.825 1.450
H 6.112 2.115 2.027
H 5.442 0.939 3.174
H 3.295 4.042 3.475
H 4.459 3.082 4.400
H 5.029 4.153 3.097
H 2.873 0.051 2.902
H 0.659 -0.622 2.086
H -1.514 1.507 0.000
H -3.156 -2.208 1.973
H -5.448 -2.851 1.352
H -6.546 -1.761 -0.561
H -5.373 0.020 -1.793
H -3.084 0.626 -1.183
H 0.108 3.139 0.309
H 2.282 3.897 1.178
O 0.259 -4.993 -4.640
N 1.017 -4.321 -3.937
O 2.131 -4.719 -3.582
C 0.576 -3.013 -3.503
C -0.586 -2.436 -3.881
C -0.796 -1.152 -3.296
N -1.961 -0.300 -3.537
O -2.012 0.795 -2.971
O -2.854 -0.712 -4.281
C 0.203 -0.768 -2.472
S 1.434 -1.975 -2.417
H -1.284 -2.915 -4.559
H 0.188 0.155 -1.923

Just the natural (NBO) charges please, in e? Sure, here they are: -0.40 -0.46 -0.40 0.21 -0.27 0.03 -0.25 -0.31 0.41 -0.04 -0.19 -0.22 -0.21 -0.21 -0.24 -0.70 0.03 -0.25 0.21 0.20 0.18 0.21 0.19 0.19 0.23 0.29 0.20 0.23 0.21 0.21 0.21 0.22 0.22 0.23 -0.35 0.51 -0.36 -0.16 -0.17 -0.03 0.53 -0.38 -0.35 -0.32 0.54 0.28 0.28

---

# 3
Entry from OMol25: a structure of composition C19H18N5SSe4Sn (wB97M-V/def2-TZVPD).

Total charge   +1
2S+1   1

CARTESIAN COORDINATES (ANGSTROEM)
Sn -2.136 0.021 -2.519
S -0.240 -0.439 -3.983
C 0.805 -1.246 -2.808
N 1.924 -1.773 -3.291
N 2.856 -2.255 -2.542
C 3.252 -1.978 -1.188
C 3.019 -0.755 -0.564
C 3.586 -0.508 0.675
C 4.363 -1.476 1.304
C 4.585 -2.692 0.677
C 4.040 -2.939 -0.575
N 0.445 -1.500 -1.530
N -0.737 -1.253 -1.187
C -1.061 -1.657 0.147
C -0.099 -1.719 1.149
C -0.477 -2.059 2.437
C -1.803 -2.357 2.728
C -2.757 -2.328 1.717
C -2.386 -1.974 0.428
H 3.496 -2.826 -3.068
H 2.439 0.011 -1.055
H 3.432 0.455 1.148
H 4.806 -1.274 2.272
H 5.191 -3.449 1.157
H 4.221 -3.887 -1.074
H 0.933 -1.484 0.911
H 0.267 -2.087 3.223
H -2.093 -2.620 3.739
H -3.787 -2.586 1.931
H -3.117 -1.984 -0.375
Se -2.272 2.676 -4.860
Se -3.896 3.905 -5.671
Se -5.680 3.950 -4.106
Se -5.138 2.605 -2.473
N -2.416 1.381 -0.141
C -1.607 2.273 0.669
C -0.273 1.965 0.888
C 0.510 2.798 1.679
C -0.032 3.946 2.240
C -1.363 4.261 2.005
C -2.151 3.426 1.224
H -3.285 1.839 -0.375
H -2.658 0.561 0.404
H 0.154 1.074 0.439
H 1.549 2.545 1.855
H 0.581 4.594 2.855
H -1.799 5.151 2.443
H -3.192 3.670 1.042

Just the natural (NBO) charges please, in e? Sure, here they are: 1.10 -0.30 0.05 -0.08 -0.30 0.18 -0.26 -0.19 -0.20 -0.19 -0.24 -0.15 -0.38 0.16 -0.24 -0.18 -0.19 -0.20 -0.27 0.41 0.23 0.22 0.23 0.23 0.23 0.24 0.23 0.23 0.23 0.22 -0.21 0.26 0.26 -0.23 -0.86 0.12 -0.20 -0.21 -0.20 -0.19 -0.24 0.39 0.39 0.20 0.21 0.22 0.23 0.22

---

The calculated total energy results, record by record, are as follows: -1469.19490 -1727.96349 -11226.54230 Eh.